Entry a
{"formula": "C6H14N2", "method": "ωB97M-V with the def2-TZVPD basis set", "elements": ["N", "C", "C", "C", "H", "H", "H", "H", "H", "H", "H", "C", "C", "C", "N", "H", "H", "H", "H", "H", "H", "H"], "xyz": [[-1.52527, -0.16174, 0.74718], [-2.22029, 1.12763, 0.89714], [-1.11826, 3.35378, 0.75753], [-1.25698, 2.17763, 1.35714], [-2.17460, -0.86129, 0.41120], [-1.23177, -0.49303, 1.65834], [-3.06504, 1.05901, 1.59474], [-2.61740, 1.41153, -0.07708], [-0.42452, 4.09354, 1.12478], [-1.69615, 3.61057, -0.11686], [-0.64793, 1.95627, 2.22793], [1.59787, -3.27272, -0.77992], [1.21781, -1.82048, -0.77146], [1.98713, -0.86411, -1.28390], [1.62860, 0.49153, -1.37227], [2.56977, -3.41598, -1.25487], [1.66636, -3.66940, 0.23587], [0.87394, -3.88829, -1.31814], [0.25899, -1.54533, -0.35112], [2.93791, -1.11872, -1.74029], [2.39869, 1.10577, -1.17055], [0.84112, 0.72382, -0.77540]], "smiles": "C/C=C/N.C=CCN", "lumo_energy_ev": 1.0305, "gap_ev": 8.7}

=====

Entry b
{"formula": "C6H14N2", "method": "ωB97M-V with the def2-TZVPD basis set", "elements": ["C", "C", "C", "C", "C", "C", "N", "N", "H", "H", "H", "H", "H", "H", "H", "H", "H", "H", "H", "H", "H", "H"], "xyz": [[0.56448, 0.91034, -0.78569], [0.15615, 0.23751, 0.51975], [-0.55184, -1.08791, 0.57251], [-0.56286, 1.47579, 0.04406], [0.20555, 0.28658, -2.11272], [-1.36284, -1.22886, 1.85765], [1.85625, 1.61891, -0.77956], [0.45923, -2.13961, 0.51349], [0.81372, 0.36609, 1.37538], [-1.23436, -1.21400, -0.27349], [1.85870, 2.36188, -1.47867], [2.02506, 2.07948, 0.11351], [1.09240, -2.05040, 1.30662], [1.03667, -1.99464, -0.31509], [-1.57920, 1.37356, -0.32076], [-0.39870, 2.39592, 0.59358], [0.31085, 1.02186, -2.91832], [-0.82699, -0.07476, -2.14350], [0.87047, -0.55532, -2.33109], [-2.16008, -0.47807, 1.89140], [-0.74122, -1.08720, 2.74912], [-1.83144, -2.21714, 1.92181]], "smiles": "C[C@H](N)[C@@H]1C[C@@]1(C)N", "lumo_energy_ev": 1.0356, "gap_ev": 9.8}

=====

It is entry b that is the most stable of them.

=====

Entry a
{"formula": "C6H14N2", "method": "ωB97M-V with the def2-TZVPD basis set", "elements": ["C", "C", "C", "C", "N", "N", "C", "C", "H", "H", "H", "H", "H", "H", "H", "H", "H", "H", "H", "H", "H", "H"], "xyz": [[1.78692, -0.54360, -0.33620], [-0.56240, 0.41062, 0.02187], [-0.08798, -0.71172, 0.68641], [-0.31178, 1.80849, 0.48464], [2.56400, 0.61493, -0.02538], [1.62663, -0.70764, -1.72662], [-2.50439, -0.22593, 0.79551], [-3.12267, -1.13583, 0.05389], [2.12897, -1.46998, 0.12902], [-0.77447, 0.29924, -1.03806], [2.61742, 0.77048, 0.97491], [2.28621, -1.33731, -2.16685], [3.51623, 0.55188, -0.38834], [1.57702, 0.17884, -2.21296], [-0.31041, -1.69378, 0.28752], [0.13980, -0.63388, 1.74470], [-3.04233, 0.35525, 1.54683], [-0.04898, 1.84351, 1.54374], [0.49710, 2.24909, -0.10725], [-1.19743, 2.42802, 0.32489], [-2.58418, -1.70554, -0.70736], [-4.19330, -1.34514, 0.11511]], "lumo_energy_ev": 0.9791, "gap_ev": 7.5}

=====

Entry b
{"formula": "C6H14N2", "method": "ωB97M-V with the def2-TZVPD basis set", "elements": ["C", "C", "C", "C", "C", "C", "N", "N", "H", "H", "H", "H", "H", "H", "H", "H", "H", "H", "H", "H", "H", "H"], "xyz": [[-0.46422, -0.40031, -0.39095], [0.05705, -0.03313, 0.90292], [-2.23131, -0.64595, 0.09865], [-0.36191, 0.63662, -1.48100], [2.79158, 0.96282, 1.07065], [1.88984, -0.17472, 0.67151], [-3.17729, -0.31710, -0.91543], [2.26250, -1.32129, 0.31323], [-0.11575, -1.37906, -0.71747], [3.27922, -1.47203, 0.34086], [-3.01284, -0.80946, -1.78416], [-3.99958, 0.14121, -0.54538], [-0.07574, -0.77259, 1.68926], [-0.16904, 0.98300, 1.21829], [-2.20615, -1.72090, 0.31204], [-2.50652, -0.11622, 1.01090], [0.66253, 0.69146, -1.84756], [-0.68173, 1.61474, -1.12341], [-0.98358, 0.34702, -2.32807], [2.69917, 1.77546, 0.34810], [2.50090, 1.35591, 2.04560], [3.84283, 0.65454, 1.11141]], "smiles": "[H]/N=C(\\C)C[C@H](C)CN", "lumo_energy_ev": 1.0611, "gap_ev": 8.9}

=====

It is entry b that is the most stable of them.

=====

Entry a
{"formula": "C6H14N2", "method": "ωB97M-V with the def2-TZVPD basis set", "elements": ["C", "C", "C", "C", "C", "N", "C", "N", "H", "H", "H", "H", "H", "H", "H", "H", "H", "H", "H", "H", "H", "H"], "xyz": [[1.74924, 0.54924, -0.48474], [1.52524, 0.11634, 0.82405], [-1.38324, -0.41987, 2.13996], [2.87809, -0.08090, -1.27524], [-1.74410, -0.24452, -1.51662], [-0.86676, -0.55713, 0.77026], [-1.32052, 0.43123, -0.22324], [-2.00411, 1.40964, 0.25894], [-1.10213, -1.50502, 0.46867], [1.77943, 1.62978, -0.61623], [-2.53738, 1.90380, -0.45096], [1.72024, 0.77589, 1.66752], [2.00496, -0.82179, 1.09555], [-1.14920, 0.59187, 2.46070], [-2.46183, -0.56123, 2.20515], [-0.96217, -1.23758, 2.72772], [3.08144, 0.42751, -2.22381], [3.84506, -0.05008, -0.76119], [2.62852, -1.11074, -1.54084], [-1.06014, -1.03498, -1.82111], [-2.73000, -0.70914, -1.40477], [-1.89064, 0.49769, -2.29977]], "smiles": "[H]/N=C(\\C)NC.C=CC", "lumo_energy_ev": 0.7275, "gap_ev": 8.5}

=====

Entry b
{"formula": "C6H14N2", "method": "ωB97M-V with the def2-TZVPD basis set", "elements": ["C", "C", "C", "C", "C", "C", "N", "N", "H", "H", "H", "H", "H", "H", "H", "H", "H", "H", "H", "H", "H", "H"], "xyz": [[0.55080, 0.26917, 0.12162], [0.35401, -1.01299, -0.38277], [-1.56031, -0.46231, -1.09566], [0.97960, 1.39497, -0.76231], [-0.00251, 0.66318, 1.46111], [-2.61271, -0.87367, -0.10863], [2.50705, -0.76003, 0.71663], [3.34016, 0.08866, 0.51808], [4.28738, -0.16520, 0.92266], [0.86910, -1.29346, -1.29284], [0.08878, -1.80426, 0.30618], [-1.49092, -1.08936, -1.98072], [-1.59061, 0.58201, -1.39266], [0.28389, 2.23354, -0.73118], [1.14586, 1.07975, -1.79134], [1.94356, 1.75040, -0.37263], [-0.29518, -0.20124, 2.05382], [0.77261, 1.21012, 2.00479], [-0.85124, 1.34081, 1.35903], [-2.66037, -0.19456, 0.74507], [-3.61424, -0.86775, -0.55850], [-2.44471, -1.88779, 0.26024]], "lumo_energy_ev": [0.9907, 0.9759], "gap_ev": [7.0, 8.0]}

=====

It is entry a that is the most stable of them.

=====

Entry a
{"formula": "C6H14N2", "method": "ωB97M-V with the def2-TZVPD basis set", "elements": ["C", "C", "C", "C", "H", "H", "H", "H", "H", "H", "H", "H", "C", "C", "N", "N", "H", "H", "H", "H", "H", "H"], "xyz": [[-0.21468, 0.92833, 1.85939], [-0.36206, -0.52578, 2.19403], [-1.30420, -1.28822, 1.64600], [-1.49966, -2.76034, 1.88190], [-0.18037, 1.05105, 0.77525], [-1.05168, 1.51795, 2.23853], [0.69282, 1.37173, 2.26708], [0.28368, -0.99844, 2.92704], [-2.00067, -0.85994, 0.92764], [-0.75354, -3.21044, 2.53347], [-2.45170, -2.95650, 2.39192], [-1.59170, -3.26830, 0.92233], [1.37094, 0.59189, -1.61233], [0.34331, 1.11886, -2.27164], [-1.00095, 0.72333, -2.21700], [2.67242, 1.21787, -1.60932], [1.32204, -0.38293, -1.13038], [0.52384, 1.94974, -2.94616], [-1.60415, 1.45479, -2.54616], [-1.28322, 0.35560, -1.32316], [3.33673, 0.57993, -2.03010], [2.95535, 1.38955, -0.65249]], "smiles": "C/C=C/C.N/C=C/N", "lumo_energy_ev": 1.1077, "gap_ev": 9.2}

=====

Entry b
{"formula": "C6H14N2", "method": "ωB97M-V with the def2-TZVPD basis set", "elements": ["C", "C", "C", "C", "C", "C", "H", "H", "H", "H", "H", "H", "H", "H", "H", "H", "H", "H", "H", "H", "N", "N"], "xyz": [[-2.36766, -1.69703, 0.18536], [-2.09372, -0.28448, -0.43187], [-0.96389, 0.42141, 0.18114], [-1.16946, 1.99211, 0.08928], [1.28713, 0.05687, 0.02349], [3.57374, -0.44341, 0.19884], [-2.93002, -2.10282, -0.71100], [-2.95279, -1.46903, 1.04264], [-1.32121, -2.30138, 0.20894], [-1.86210, -0.48258, -1.47656], [-3.13863, 0.17850, -0.45194], [-0.87169, 0.16996, 1.20631], [-1.58849, 2.28099, -0.94292], [-0.28749, 2.58490, 0.08757], [-1.76441, 2.41100, 0.99493], [1.47165, 0.22823, 1.05583], [2.61387, 0.18805, -1.48318], [3.28215, -0.74037, 1.22197], [4.37183, 0.32460, 0.43395], [4.02428, -1.35932, -0.26694], [0.21696, 0.14922, -0.62458], [2.46996, -0.10543, -0.54126]], "smiles": "CC[C@H](C)/N=C/NC", "lumo_energy_ev": 1.0236, "gap_ev": 9.4}

=====

Entry c
{"formula": "C6H14N2", "method": "ωB97M-V with the def2-TZVPD basis set", "elements": ["C", "C", "C", "C", "H", "H", "H", "H", "H", "H", "H", "H", "C", "N", "C", "N", "H", "H", "H", "H", "H", "H"], "xyz": [[1.06524, -0.26615, 1.03149], [1.15128, -1.50950, 1.86878], [0.94079, -1.49394, 3.17861], [1.41343, -2.79723, 1.14838], [1.98344, -0.08872, 0.46968], [0.86812, 0.58502, 1.68107], [0.23719, -0.33913, 0.32543], [0.99851, -2.41008, 3.75586], [0.71717, -0.58330, 3.72025], [1.35351, -3.64651, 1.82444], [2.36909, -2.81070, 0.62462], [0.64021, -2.92731, 0.38217], [-2.34569, 1.42815, -0.95806], [-1.02633, 2.56894, -3.18456], [-0.38015, 1.72856, -2.20762], [-0.92925, 1.22070, -1.20392], [-2.47403, 1.85494, 0.03576], [-2.82038, 0.44625, -0.95282], [-2.83191, 2.05510, -1.70190], [-0.47129, 3.39599, -3.36599], [-1.12913, 2.08407, -4.06921], [0.67019, 1.50484, -2.40245]], "smiles": "C/N=C\\N.C=C(C)C", "lumo_energy_ev": 0.8487, "gap_ev": 9.8}

=====

Entry d
{"formula": "C6H14N2", "method": "ωB97M-V with the def2-TZVPD basis set", "elements": ["C", "C", "C", "C", "C", "C", "N", "N", "H", "H", "H", "H", "H", "H", "H", "H", "H", "H", "H", "H", "H", "H"], "xyz": [[-1.22819, 1.26666, 0.54554], [-1.71255, 2.31674, 1.18019], [1.11212, 1.50634, -0.96829], [1.24979, -0.95610, -0.54566], [-0.28203, -0.06112, -2.42580], [0.29711, 0.18273, -1.00200], [0.26182, -1.19341, 3.62310], [-0.72671, 0.27106, 0.03617], [0.37795, -1.54596, 4.55607], [-2.57739, 2.73770, 0.77661], [0.41370, -1.88622, 2.85644], [-1.21855, 2.87892, 1.81636], [1.10406, 1.66688, 0.11847], [2.22308, 1.34835, -1.22055], [0.70060, 2.36420, -1.49917], [1.46682, -0.77517, 0.50180], [2.06252, -0.93225, -1.27364], [0.66918, -1.79655, -0.74730], [-0.97621, 0.74893, -2.61066], [0.52746, -0.01364, -3.22300], [-0.78562, -1.12152, -2.58720], [-0.71134, -0.93169, 3.63276]], "smiles": "C=C=NC(C)(C)C.N", "lumo_energy_ev": 0.9168, "gap_ev": 9.5}

=====

It is entry c that is the most stable of them.

=====

Entry a
{"formula": "C6H14N2", "method": "ωB97M-V with the def2-TZVPD basis set", "elements": ["C", "C", "C", "C", "C", "C", "N", "N", "H", "H", "H", "H", "H", "H", "H", "H", "H", "H", "H", "H", "H", "H"], "xyz": [[-0.27479, -0.98420, 0.19189], [-1.35931, 0.07357, 0.27526], [1.23867, -0.24875, 0.21434], [-0.49744, -1.92637, -0.97962], [1.74346, 0.11104, -1.17440], [-0.81670, 1.24724, 1.09563], [-0.79657, 2.47821, 0.48196], [-0.62212, 1.16610, 2.37973], [-0.25780, -1.56963, 1.11681], [-0.61363, 2.50285, -0.51326], [-0.27606, 3.16313, 1.01961], [-0.90012, 0.24575, 2.72910], [-2.25058, -0.33046, 0.76486], [-1.65747, 0.44674, -0.71015], [1.88565, -1.02718, 0.63565], [1.48703, 0.56862, 0.89722], [-1.39775, -2.52843, -0.80885], [-0.65014, -1.37811, -1.91422], [0.34646, -2.60906, -1.11260], [2.72502, 0.59163, -1.10427], [1.05759, 0.78743, -1.69238], [1.88658, -0.78011, -1.79233]], "smiles": "[H]/N=C(/N)C[C@@H](C)CC", "lumo_energy_ev": 0.9228, "gap_ev": 10.0}

=====

Entry b
{"formula": "C6H14N2", "method": "ωB97M-V with the def2-TZVPD basis set", "elements": ["C", "C", "C", "C", "C", "N", "C", "N", "H", "H", "H", "H", "H", "H", "H", "H", "H", "H", "H", "H", "H", "H"], "xyz": [[0.12580, 0.82298, -0.23560], [-0.99685, -0.18360, -0.25615], [0.82954, 0.77459, 1.28905], [-0.78271, -1.56593, 0.33352], [1.99837, -0.19497, 1.36843], [-0.33453, 2.17157, -0.46377], [-1.39931, -0.40594, -1.85052], [-0.68464, -1.00418, -2.73505], [0.90682, 0.59626, -0.96522], [-1.90473, 0.24334, 0.18353], [-0.48357, 2.38078, -1.44628], [-1.14229, 2.42316, 0.09894], [0.20077, -1.34385, -2.34251], [-2.36398, 0.02515, -2.17368], [1.21800, 1.78288, 1.47557], [0.10635, 0.59722, 2.09102], [0.11911, -2.04123, -0.06154], [-1.62159, -2.22191, 0.07620], [-0.72962, -1.53253, 1.42519], [2.58955, -0.01416, 2.27356], [2.67314, -0.07206, 0.51486], [1.67637, -1.23759, 1.40046]], "smiles": "[H]/N=C\\[C@@H](C)[C@@H](N)CC", "lumo_energy_ev": 1.0882, "gap_ev": 10.1}

=====

It is entry a that is the most stable of them.

=====

Entry a
{"formula": "C6H14N2", "method": "ωB97M-V with the def2-TZVPD basis set", "elements": ["C", "C", "C", "C", "N", "N", "C", "C", "H", "H", "H", "H", "H", "H", "H", "H", "H", "H", "H", "H", "H", "H"], "xyz": [[-0.19740, -0.60921, -0.25728], [-0.62945, -0.95757, 1.27431], [-1.36849, -0.98618, -1.17660], [0.11742, -0.21736, 2.37368], [0.01983, 0.80837, -0.29051], [0.94379, -1.41365, -0.62707], [0.65980, 1.49282, -1.37616], [1.19911, 2.71562, -1.33408], [-0.55087, 1.39673, 0.30415], [1.75767, -1.06269, -0.13163], [0.80604, -2.39423, -0.41152], [-0.48962, -2.03722, 1.41877], [-1.70408, -0.78567, 1.40703], [0.70794, 0.93138, -2.30956], [-2.26530, -0.41005, -0.92020], [-1.13744, -0.77018, -2.22592], [-1.61668, -2.05055, -1.09612], [-0.25053, 0.80973, 2.47031], [-0.05521, -0.70226, 3.34093], [1.19548, -0.19557, 2.19442], [1.20179, 3.28520, -0.41134], [1.65621, 3.15255, -2.21559]], "smiles": "C=CN[C@@](C)(N)CC", "lumo_energy_ev": 0.9755, "gap_ev": 9.0}

=====

Entry b
{"formula": "C6H14N2", "method": "ωB97M-V with the def2-TZVPD basis set", "elements": ["C", "C", "C", "C", "C", "N", "C", "N", "H", "H", "H", "H", "H", "H", "H", "H", "H", "H", "H", "H", "H", "H"], "xyz": [[0.31642, 0.71477, 0.90580], [-0.00799, -0.86417, 0.74783], [-0.96242, 1.55159, 1.01219], [-1.26509, -1.34507, 0.02025], [1.21734, -1.63246, 0.25817], [0.15482, 0.78252, -2.05040], [1.13652, 1.32555, -1.26852], [1.27285, 1.25610, -0.01470], [0.82974, 0.78208, 1.87613], [-0.16426, -1.14916, 1.79589], [0.11239, 1.04975, -3.01268], [-0.66151, 0.42767, -1.52800], [1.97709, 1.73356, -1.82450], [-0.69544, 2.57518, 1.26684], [-1.60056, 1.15697, 1.80061], [-1.52201, 1.56512, 0.07844], [-2.13368, -0.74076, 0.27279], [-1.12056, -1.34551, -1.05983], [1.04847, -2.70543, 0.32785], [1.44350, -1.37310, -0.77390], [-1.46649, -2.37825, 0.30864], [2.09089, -1.38695, 0.86108]], "smiles": "CC(C)[C@H](C)/N=C\\N", "lumo_energy_ev": 1.0053, "gap_ev": 9.8}

=====

It is entry b that is the most stable of them.